Record 1
{"formula": "C17H40ClN2O10P2", "method": "ωB97M-V with the def2-TZVPD basis set", "charge": -1, "species": ["C", "C", "Cl", "C", "C", "N", "N", "C", "O", "O", "H", "H", "H", "H", "H", "H", "H", "H", "H", "H", "O", "P", "O", "C", "C", "O", "C", "C", "O", "C", "C", "H", "H", "H", "H", "H", "H", "H", "H", "H", "H", "H", "H", "H", "H", "H", "O", "P", "O", "C", "C", "O", "C", "C", "O", "C", "C", "H", "H", "H", "H", "H", "H", "H", "H", "H", "H", "H", "H", "H", "H", "H"], "coordinates": [[0.92525, -1.22210, -1.52477], [2.49146, -1.49102, -1.44013], [2.80878, -2.88464, -2.58685], [2.78967, -1.96357, 0.03105], [3.87625, -1.09100, 0.76144], [3.37059, 0.27951, 0.96379], [4.42154, 1.23849, 0.85397], [4.13693, -1.84978, 2.13849], [4.67792, -2.97263, 2.08013], [3.76308, -1.34251, 3.23233], [0.58940, -1.20449, -2.58295], [0.73598, -0.27044, -0.97672], [0.45535, -2.07198, -0.97380], [3.01659, -0.55549, -1.72380], [3.12818, -3.02298, 0.02328], [1.85483, -1.94281, 0.64561], [4.83446, -1.04848, 0.17845], [2.69016, 0.52529, 0.23956], [4.86235, 1.13151, -0.07200], [3.98385, 2.15903, 0.92502], [-0.36781, 5.03619, -0.72167], [0.87876, 5.53804, -0.02419], [0.28448, 7.04345, 0.34640], [-0.91557, 7.13932, 1.10570], [-0.68621, 6.80143, 2.56865], [1.70247, 5.87858, -1.42487], [1.56797, 5.00711, -2.54978], [0.61914, 5.60663, -3.57203], [2.29047, 5.89886, 0.79718], [2.95613, 7.15451, 0.62659], [2.73168, 8.05773, 1.82383], [-1.69320, 6.49818, 0.68493], [-1.27010, 8.16868, 1.01705], [-0.18468, 5.83647, 2.68085], [-1.63563, 6.77024, 3.10658], [-0.05324, 7.55216, 3.04415], [1.23228, 4.01771, -2.23586], [2.55754, 4.88191, -2.99458], [-0.28880, 5.99260, -3.10697], [0.33823, 4.86615, -4.32374], [1.09352, 6.45076, -4.07818], [2.66057, 7.66053, -0.29057], [4.02142, 6.92831, 0.54717], [1.72567, 8.47372, 1.82018], [3.42894, 8.89887, 1.80522], [2.85329, 7.50912, 2.75958], [-2.45113, -4.00933, -0.89337], [-3.40016, -5.17163, -0.71526], [-3.20539, -5.39093, 0.91165], [-3.41718, -4.28484, 1.78426], [-4.89364, -3.96539, 1.94157], [-2.38616, -6.33422, -1.31518], [-1.50035, -6.00783, -2.39086], [-0.09498, -5.78190, -1.86577], [-4.64120, -6.29043, -0.77451], [-4.53142, -7.55522, -0.11493], [-5.36289, -7.58188, 1.15303], [-2.87280, -3.40548, 1.43479], [-2.99398, -4.55533, 2.75324], [-5.38071, -3.84384, 0.96985], [-5.02596, -3.04916, 2.51993], [-5.41047, -4.77224, 2.46401], [-1.85994, -5.13465, -2.93766], [-1.50280, -6.84618, -3.09155], [-0.08669, -5.14567, -0.98013], [0.53694, -5.32320, -2.62856], [0.35488, -6.73221, -1.56953], [-3.49888, -7.82193, 0.10346], [-4.92163, -8.30017, -0.81184], [-4.88739, -7.00922, 1.94741], [-5.47522, -8.60625, 1.51628], [-6.35078, -7.14801, 0.98596]], "mulliken_charge": [-1.094, 0.355, -0.247, -1.304, 0.245, -0.159, -0.610, 0.281, -0.744, -0.739, 0.405, 0.234, 0.217, 0.346, 0.576, 0.359, 0.259, 0.192, 0.213, 0.238, -0.745, 1.235, -0.379, -0.432, -0.899, -0.399, -0.354, -1.089, -0.441, -0.017, -1.088, 0.374, 0.276, 0.257, 0.385, 0.226, 0.311, 0.375, 0.278, 0.361, 0.294, 0.243, 0.391, 0.128, 0.414, 0.285, -0.712, 1.198, -0.363, -0.373, -0.902, -0.392, -0.407, -0.962, -0.472, -0.069, -1.078, 0.335, 0.293, 0.248, 0.392, 0.222, 0.329, 0.352, 0.231, 0.319, 0.320, 0.251, 0.400, 0.138, 0.409, 0.280]}

---

Record 2
{"formula": "C23H46I2NO14P", "method": "ωB97M-V with the def2-TZVPD basis set", "smiles": "C/C(I)=C(\\I)O[P@](=O)(O)ON.CCOC(C)=O.CCOC(C)=O.CCOC(C)=O.CCOC(C)=O.CCOC(C)=O", "species": ["C", "C", "I", "C", "I", "O", "P", "O", "O", "O", "N", "H", "H", "H", "H", "H", "H", "C", "C", "O", "C", "C", "O", "H", "H", "H", "H", "H", "H", "H", "H", "C", "C", "O", "C", "C", "O", "H", "H", "H", "H", "H", "H", "H", "H", "C", "C", "O", "C", "C", "O", "H", "H", "H", "H", "H", "H", "H", "H", "C", "C", "O", "C", "C", "O", "H", "H", "H", "H", "H", "H", "H", "H", "C", "C", "O", "C", "C", "O", "H", "H", "H", "H", "H", "H", "H", "H"], "coordinates": [[-4.85702, -2.71826, -1.10373], [-4.26606, -1.50430, -0.49158], [-5.50034, -0.45012, 0.84026], [-3.04180, -1.04921, -0.73529], [-1.69500, -1.87251, -2.10891], [-2.52495, 0.07138, -0.09682], [-1.70511, -0.24313, 1.25007], [-2.24399, -1.32807, 2.05818], [-1.72218, 1.12197, 2.03599], [-0.17367, -0.48728, 0.85274], [0.25573, -1.84404, 0.95214], [-5.30273, -3.31157, -0.31548], [-4.11193, -3.34116, -1.57394], [-5.61232, -2.48358, -1.84351], [-2.51478, 1.04717, 2.57919], [0.48376, -2.07903, 1.91363], [-0.41101, -2.47754, 0.54374], [2.68885, -4.52114, -3.13004], [1.47936, -5.08077, -3.85191], [0.54810, -4.05433, -4.20694], [0.64993, -3.30622, -5.32078], [1.92698, -3.34962, -6.12820], [-0.25079, -2.57165, -5.61157], [3.25383, -3.83561, -3.76094], [3.35334, -5.32713, -2.81916], [2.37950, -3.96271, -2.24674], [1.75189, -5.67111, -4.72787], [0.92965, -5.74369, -3.18659], [2.56338, -2.52373, -5.81510], [1.66820, -3.21962, -7.17566], [2.48022, -4.28141, -6.04095], [2.73946, 2.04215, -0.11792], [3.11999, 0.83567, 0.71313], [3.32165, -0.32775, -0.09631], [4.47736, -0.60964, -0.71269], [5.56061, 0.44401, -0.78570], [4.60552, -1.67716, -1.24575], [3.53048, 2.31809, -0.81586], [2.53392, 2.89839, 0.52478], [1.84972, 1.82065, -0.70707], [3.99123, 1.02134, 1.34390], [2.29728, 0.58288, 1.37881], [5.47411, 0.96609, -1.73704], [6.52386, -0.05788, -0.74479], [5.53463, 1.16879, 0.02425], [-4.02196, 2.20520, -2.01114], [-5.30668, 2.14161, -2.80826], [-6.31996, 2.98591, -2.25669], [-6.41705, 4.29810, -2.53560], [-5.28403, 4.98937, -3.26239], [-7.37432, 4.90321, -2.14878], [-3.59046, 3.20689, -2.02029], [-3.28474, 1.51031, -2.41442], [-4.21559, 1.94703, -0.97065], [-5.15245, 2.36526, -3.86498], [-5.71731, 1.13426, -2.75973], [-4.62997, 5.45275, -2.52575], [-5.71158, 5.76458, -3.89267], [-4.69651, 4.33510, -3.90186], [-1.66915, 4.09278, 2.43585], [-1.14146, 4.64662, 3.74286], [0.09747, 5.33673, 3.56750], [0.17749, 6.62689, 3.19141], [-1.06269, 7.33400, 2.69087], [1.24474, 7.16741, 3.20650], [-1.88730, 4.88887, 1.72255], [-2.58151, 3.52433, 2.60236], [-0.92961, 3.44410, 1.97898], [-1.86857, 5.28278, 4.25010], [-0.91675, 3.82728, 4.42349], [-1.07801, 7.28129, 1.60362], [-1.00134, 8.37595, 2.99321], [-1.99520, 6.93453, 3.08202], [4.75733, -4.19493, 5.43711], [3.56398, -5.01138, 4.98716], [2.41738, -4.19280, 4.74458], [2.20128, -3.55907, 3.58587], [3.30024, -3.47597, 2.55162], [1.14513, -3.01114, 3.41922], [5.07352, -3.48816, 4.67018], [5.59842, -4.84727, 5.67115], [4.50275, -3.61712, 6.32508], [3.78747, -5.62775, 4.11578], [3.26301, -5.69111, 5.78148], [3.82526, -2.53049, 2.67783], [2.84344, -3.49082, 1.56472], [4.01645, -4.29276, 2.59414]], "mulliken_charge": [-1.273, 0.896, 0.053, -0.875, 0.107, 0.191, 0.113, -0.631, -0.278, 0.170, -0.217, 0.370, 0.408, 0.280, 0.306, 0.294, 0.139, -0.873, -0.472, -0.309, 0.760, -1.003, -0.555, 0.234, 0.417, 0.230, 0.344, 0.345, 0.252, 0.321, 0.332, -1.082, -0.299, -0.288, 0.743, -1.050, -0.573, 0.330, 0.359, 0.275, 0.411, 0.229, 0.273, 0.322, 0.362, -0.393, -0.683, -0.380, 0.741, -0.890, -0.567, 0.344, 0.161, 0.130, 0.388, 0.304, 0.228, 0.310, 0.324, -0.549, -0.609, -0.398, 0.730, -0.889, -0.560, 0.307, 0.233, 0.191, 0.388, 0.328, 0.236, 0.309, 0.320, -0.938, -0.449, -0.394, 0.687, -0.758, -0.625, 0.267, 0.347, 0.301, 0.383, 0.304, 0.185, 0.191, 0.358]}

---

Asked for largest force on an atom across the records above, the calculation gives 9.129; 1.613 eV/Å in order.
Asked for E_HOMO across the records above, the calculation gives -3.7; -8.8 eV in order.
Asked for electronic energy across the records above, the calculation gives -72831.8015; -80243.0252 eV in order.